[1]
The following is a DFT calculation (ωB97M-V/def2-TZVPD) of an isolated molecule of C3H7N3O.

Each line ends with the natural charge from an NBO analysis.
CARTESIAN COORDINATES (ANGSTROEM)
C1 -2.34451 -0.25496 -0.72390  -0.4110
N1 -1.31856 -0.04903 0.22460  -0.4589
N2 -0.06715 0.47283 -0.28547  0.1173
N3 0.89802 -0.94102 -0.39148  -0.2928
C2 1.99331 -0.64740 0.14360  0.0072
C3 1.89351 0.82249 0.60462  -0.1538
O1 0.54126 1.01237 0.84838  -0.3735
H1 -3.12211 -0.61084 -0.16830  0.2063
H2 -2.64169 0.68642 -1.18544  0.1980
H3 -2.01336 -0.89817 -1.57119  0.1770
H4 -1.11821 -0.82166 0.79437  0.3543
H5 2.81303 -1.35651 0.33687  0.2203
H6 2.39733 1.03538 1.57944  0.2099
H7 2.08914 1.55009 -0.20610  0.1997

Forces on atoms 1 to 6 (eV/Å):
2.1 0.8 -2.8
2.2 2.7 -0.3
-0.5 -3.4 0.7
-1.1 0.3 -0.7
-1.0 1.4 0.2
1.0 0.8 1.0

The value obtained for the relative energy (zero: lowest compared OMol25 entry of this formula, charge and spin) is 126.9 kcal/mol. Its structure (SMILES) is CNN1N=CCO1. The calculation puts the HOMO energy at -9.054 eV. The calculation puts the orbital gap at 10.10 eV. The calculation puts the total energy at -9737.5301 eV.

[2]
The following is a DFT calculation (ωB97M-V/def2-TZVPD) of an isolated molecule of C3H7N3O.

Each line ends with the Löwdin spin population.
CARTESIAN COORDINATES (ANGSTROEM)
C1 1.27914 -0.14710 -0.40629  0.3448
C2 2.56547 -0.21007 0.42678  0.0570
C3 -2.61196 0.44000 0.05610  0.0422
N1 0.43092 -1.08809 -0.08685  0.2466
N2 -0.84156 -0.99500 -0.18417  0.2947
N3 -1.23399 0.21856 -0.15564  0.3996
O1 -0.36930 1.13429 -0.26085  0.5303
H1 1.30614 0.31327 -1.32113  0.0294
H2 2.40880 0.26160 1.33723  0.0084
H3 3.40805 0.07189 -0.18635  0.0025
H4 2.72139 -1.34214 0.48633  0.0101
H5 -3.03094 0.28198 1.00444  0.0199
H6 -2.89780 1.42402 -0.27809  0.0037
H7 -3.13436 -0.36321 -0.43153  0.0106

Forces on atoms 1 to 6 (eV/Å):
2.3 -1.6 2.3
-0.6 -2.9 -3.1
-1.0 0.2 -1.6
-1.2 -1.6 -0.4
2.7 -6.3 0.6
-1.2 5.4 0.2

The value obtained for the relative energy (zero: lowest compared OMol25 entry of this formula, charge and spin) is 51.7 kcal/mol. The expectation value of S² is 2.013. The calculation puts the HOMO energy (alpha / beta) at -6.055 / -10.194 eV. The calculation puts the orbital gap (alpha / beta) at 7.17 / 8.82 eV. The spin multiplicity is 3. The calculation puts the total energy at -9735.0454 eV.